{"formula": "C32H37GeN3Pb", "method": "wB97M-V/def2-TZVPD", "elements": ["Pb", "C", "C", "N", "C", "C", "C", "C", "C", "C", "C", "N", "C", "C", "C", "C", "C", "C", "C", "C", "N", "C", "H", "H", "H", "H", "H", "H", "H", "H", "H", "H", "H", "H", "C", "C", "C", "C", "C", "C", "C", "C", "C", "C", "H", "H", "H", "H", "H", "H", "H", "H", "H", "H", "H", "H", "H", "H", "H", "C", "Ge", "C", "C", "C", "H", "H", "H", "H", "H", "H", "H", "H", "H", "H"], "coordinates": [[0.87, -0.34, 1.05], [1.13, 4.64, 0.55], [1.41, 3.32, 0.92], [0.51, 2.37, 0.91], [-0.76, 2.65, 0.55], [-1.12, 3.93, 0.06], [-0.13, 4.93, 0.10], [-2.43, 4.15, -0.44], [-3.31, 3.10, -0.44], [-2.97, 1.85, 0.10], [-1.74, 1.59, 0.67], [-1.35, 0.41, 1.29], [-2.19, -0.29, 2.12], [-3.48, 0.08, 2.50], [-4.27, -0.70, 3.36], [-3.82, -1.88, 3.89], [-2.51, -2.29, 3.58], [-1.94, -3.46, 4.12], [-0.65, -3.81, 3.83], [0.09, -2.96, 3.00], [-0.41, -1.87, 2.47], [-1.70, -1.50, 2.73], [1.90, 5.40, 0.60], [2.42, 3.02, 1.20], [-0.38, 5.93, -0.24], [-2.70, 5.12, -0.82], [-4.30, 3.24, -0.86], [-3.71, 1.06, 0.07], [-3.89, 1.01, 2.15], [-5.26, -0.35, 3.61], [-4.44, -2.49, 4.53], [-2.55, -4.09, 4.76], [-0.20, -4.70, 4.23], [1.13, -3.18, 2.76], [3.32, 0.10, -1.33], [2.26, 1.10, -1.56], [1.12, 0.47, -1.89], [1.35, -1.03, -1.92], [2.82, -1.13, -1.54], [3.52, -2.45, -1.43], [1.16, -1.51, -3.37], [-0.21, 1.07, -2.24], [2.50, 2.58, -1.47], [4.72, 0.48, -0.93], [4.60, -2.33, -1.37], [3.30, -3.08, -2.30], [3.19, -3.01, -0.55], [1.89, -1.02, -4.03], [0.16, -1.27, -3.73], [1.29, -2.59, -3.44], [-1.03, 0.46, -1.84], [-0.34, 1.12, -3.33], [-0.32, 2.08, -1.85], [3.06, 2.94, -2.34], [3.08, 2.84, -0.58], [1.56, 3.14, -1.43], [5.18, 1.12, -1.69], [5.35, -0.40, -0.80], [4.72, 1.04, 0.01], [-1.58, -3.98, 0.00], [-1.25, -2.54, -1.30], [-1.39, -3.49, -3.02], [-2.84, -1.40, -1.25], [0.47, -1.74, -0.83], [-2.44, -4.57, -0.32], [-1.78, -3.59, 1.00], [-0.71, -4.65, 0.06], [-2.28, -4.12, -2.96], [-0.53, -4.13, -3.22], [-1.51, -2.80, -3.86], [-3.70, -2.01, -1.55], [-2.78, -0.54, -1.93], [-3.01, -1.03, -0.24], [1.00, -2.64, -0.47]], "lowdin_charge": [1.31, -0.06, -0.19, 0.03, -0.19, -0.17, -0.01, -0.05, -0.07, -0.05, -0.24, -0.05, -0.24, -0.03, -0.08, -0.06, -0.16, -0.01, -0.05, -0.15, -0.04, -0.17, 0.11, 0.11, 0.12, 0.11, 0.11, 0.10, 0.09, 0.11, 0.11, 0.12, 0.11, 0.11, -0.22, -0.21, -0.26, -0.52, -0.25, -0.02, -0.03, -0.01, -0.04, -0.03, 0.07, 0.08, 0.08, 0.10, 0.07, 0.07, 0.05, 0.10, 0.07, 0.10, 0.06, 0.06, 0.09, 0.07, 0.08, -0.20, 0.78, -0.23, -0.21, -0.41, 0.02, -0.01, 0.02, 0.02, 0.02, 0.01, 0.03, 0.01, -0.01, 0.01], "e_lumo_ev": 0.1, "total_energy_ev": -100018.762, "homo_energy_ev": -6.7, "charge": 0, "multiplicity": 1}